Version i
# C15H19N3O3S2

An isolated molecule of C15H19N3O3S2 (ωB97M-V/def2-TZVPD, the OMol25 dataset).

Atoms and positions in Å:
S  -1.137  0.049  1.546
S  1.963  1.464  -1.204
O  2.259  2.205  -2.396
O  0.623  0.971  -1.045
O  3.560  1.370  1.882
N  1.336  1.123  1.912
N  -0.437  2.473  1.115
N  -1.718  2.412  0.785
C  -3.699  0.984  0.717
C  0.736  -2.752  -0.379
C  2.485  1.680  1.416
C  0.042  1.348  1.516
C  -4.001  -0.345  0.018
C  3.140  0.050  -1.093
C  1.109  -3.132  0.900
C  2.476  -1.090  -0.407
C  2.856  -1.486  0.871
C  -2.227  -0.377  -1.821
C  2.175  -2.503  1.519
C  -3.711  -0.338  -1.483
C  2.327  2.569  0.231
C  1.417  -1.741  -1.032
C  -2.260  1.261  0.931
H  3.248  3.095  0.000
H  -1.751  -1.236  -1.352
H  -4.165  0.548  -1.932
H  1.474  3.237  0.308
H  1.121  -1.440  -2.024
H  -3.429  -1.143  0.498
H  -1.708  0.517  -1.488
H  4.017  0.415  -0.567
H  -4.179  0.976  1.701
H  -4.114  1.818  0.148
H  -2.091  -0.457  -2.897
H  3.684  -0.994  1.360
H  3.382  -0.162  -2.132
H  -4.194  -1.214  -1.925
H  0.573  -3.918  1.411
H  -5.061  -0.562  0.165
H  1.482  0.377  2.583
H  -0.088  -3.249  -0.869
H  2.480  -2.802  2.511

**LUMO level**: 0.3 eV
**SMILES**: CCCCc1nnc(NC(=O)CS(=O)(=O)Cc2ccccc2)s1
**Net charge**: 0

---

Version ii
# C15H19N3O3S2

C15H19N3O3S2 as an isolated structure (ωB97M-V/def2-TZVPD, the OMol25 dataset).

Atoms and positions in Å:
S  3.109  0.133  -0.682
S  -0.035  -2.953  -0.350
O  4.146  0.947  -1.228
O  2.558  -0.615  -1.606
O  4.833  -2.734  0.471
N  -0.332  -0.599  0.682
N  0.920  -0.878  0.896
N  2.514  -2.390  0.564
C  -0.084  3.480  0.461
C  -1.874  -1.052  -2.534
C  -3.311  -1.154  1.021
C  -2.443  -0.422  -1.391
C  1.362  -2.095  0.499
C  2.002  2.329  0.726
C  3.677  -1.833  0.557
C  -1.075  -1.654  0.371
C  0.964  3.361  1.311
C  1.798  1.549  -0.145
C  -2.481  -1.538  -0.107
C  3.712  -0.365  0.889
C  -0.338  2.593  -0.517
C  0.681  1.770  -1.269
C  -3.127  0.352  1.489
H  -1.160  2.454  -1.288
H  -4.354  -1.142  0.792
H  -3.173  -1.562  1.975
H  -3.479  1.130  1.006
H  -0.794  4.254  0.642
H  -2.710  -2.416  -0.438
H  -1.998  0.825  1.682
H  3.000  2.218  1.450
H  0.644  0.960  -1.879
H  1.157  3.880  2.115
H  2.964  -0.206  1.494
H  -2.227  -2.116  -2.710
H  -2.126  0.427  -1.140
H  -0.987  -1.055  -2.242
H  -1.958  -0.399  -3.464
H  2.667  -3.446  0.206
H  -3.646  -0.572  -1.703
H  -3.605  0.598  2.243
H  4.607  -0.065  1.148

**LUMO level**: -0.9 eV
**Net charge**: 0

---

Which structure loses on stability? version ii does.